CH11NO4 as an isolated structure, computed with the ωB97M-V functional and the def2-TZVPD basis.

Element x y z (Å)
H  1.078922  -0.951851  1.581027
H  -0.687693  1.360670  0.916788
H  0.875090  0.834748  1.633077
H  0.485779  0.492866  -0.732905
O  1.018475  -1.318773  0.493597
H  1.961903  1.539821  -0.419118
H  -2.108503  -2.328398  -1.891064
H  0.381890  2.308102  -0.974032
N  0.337352  1.499656  0.956204
H  1.082524  -1.047769  3.320672
H  -1.580422  -0.845925  -1.549094
O  -1.333689  0.254315  -2.065331
C  0.805144  1.461803  -0.376683
H  -1.831863  0.681673  -2.749926
H  0.137584  -1.759810  0.450629
O  1.020306  -0.363727  2.608400
O  -1.642799  -1.817402  -1.202242

Atomic forces in eV per Å
0.107 0.411 0.579
0.596 0.420 0.788
-1.157 1.358 -0.144
-0.680 -2.043 -1.298
-1.105 -0.338 -0.931
-1.941 -0.494 0.059
0.403 0.236 0.542
0.058 -1.120 0.278
0.117 -1.642 -1.118
-0.002 1.211 -0.591
0.094 -0.141 -0.208
1.339 1.383 0.606
2.507 3.783 1.071
-0.549 0.335 -0.615
0.638 0.271 -0.296
0.229 -1.839 0.899
-0.656 -1.792 0.379

The orbital gap comes out at 3.97 eV. For the HOMO energy, the calculation gives -9.373 eV. For the energy above the lowest of the compared OMol25 structures with the same formula, charge and spin, the calculation gives 219.3 kcal per mole. The LUMO energy is -0.199 Ha.